No. 1
Computed, not measured: a molecular structure, C16H14B11Br6Cl2N7O7V in a non-equilibrium geometry, with wB97M-V/def2-TZVPD.

The calculation puts the frontier orbital gap (spin up / spin down) at 3.71 / 3.72 eV. The HOMO energy (spin up / spin down) is -11.5 / -11.5 eV. The value obtained for the LUMO energy (spin up / spin down) is -7.77 / -7.76 eV. As for the total charge: +1.

Last column: natural (NBO) charge in e.
Cartesian coordinates (Å):
1 V -0.623898 0.387904 0.195093  1.176
2 O -0.178631 3.620387 2.056830  -0.473
3 C -0.540288 3.038148 1.081932  0.785
4 O -0.010062 1.891122 0.631608  -0.517
5 C -1.692868 3.452251 0.217771  -0.242
6 C -2.056624 4.779142 0.101388  -0.088
7 C -3.128887 5.117750 -0.703059  0.030
8 C -3.823157 4.169024 -1.428022  -0.120
9 C -3.452374 2.845173 -1.325873  -0.018
10 C -2.428153 2.436999 -0.435682  0.405
11 O -2.220921 1.152654 -0.166054  -0.539
12 N -4.099990 1.870856 -2.199900  0.534
13 O -3.419353 0.921014 -2.586815  -0.433
14 O -5.210743 2.110079 -2.589539  -0.281
15 N -3.519967 6.534079 -0.823258  0.527
16 O -2.874283 7.333157 -0.181446  -0.335
17 O -4.458081 6.779972 -1.549531  -0.333
18 H -1.509559 5.551329 0.626391  0.289
19 H -4.634215 4.460374 -2.082407  0.300
20 Br 1.542831 -0.919813 0.682824  0.204
21 B 2.201816 -2.753463 0.137256  0.051
22 B 2.785081 -3.900141 1.349712  -0.136
23 C 2.459560 -5.420679 0.667604  -0.524
24 B 1.278339 -4.219904 0.464272  -0.109
25 B 1.629886 -5.386461 -0.823435  -0.088
26 B 3.353054 -5.797715 -0.719266  -0.092
27 B 4.066613 -4.877924 0.616054  -0.070
28 B 3.949158 -3.136706 0.242691  -0.129
29 Br 5.252804 -1.829731 0.853128  0.007
30 B 4.312800 -4.335763 -1.066462  -0.080
31 Br 6.047827 -4.421920 -1.933322  0.027
32 B 2.775262 -4.648554 -1.969883  -0.067
33 Br 2.766818 -5.079624 -3.867654  0.011
34 B 1.470845 -3.658875 -1.204807  -0.115
35 Br -0.028058 -2.903087 -2.218319  -0.071
36 B 3.138554 -2.976517 -1.372378  -0.099
37 Br 3.509223 -1.481272 -2.573970  -0.007
38 H 2.756917 -3.726145 2.513314  0.109
39 H 2.230117 -6.232463 1.340105  0.332
40 H 0.253516 -4.281620 1.043518  0.075
41 H 0.835048 -6.210891 -1.091629  0.105
42 H 3.705343 -6.899138 -0.925142  0.118
43 H 4.889254 -5.372438 1.293168  0.111
44 Cl 1.281646 0.598157 3.892668  0.048
45 C -0.396803 1.106629 3.991851  -0.380
46 Cl -1.406456 0.365707 2.702595  0.064
47 H -0.440757 2.182948 3.882166  0.258
48 H -0.818819 0.770182 4.931606  0.254
49 N -2.624369 -1.524497 -0.822930  -0.303
50 C -3.257132 -2.674481 -0.594457  0.070
51 C -2.707786 -3.240089 0.546282  -0.299
52 C -1.733291 -2.344298 0.952885  0.045
53 N -1.672542 -1.303402 0.101344  -0.335
54 H -2.826323 -0.849352 -1.548749  0.458
55 H -4.041657 -3.026055 -1.243966  0.260
56 H -2.979108 -4.169204 1.014268  0.268
57 H -1.070129 -2.413251 1.799008  0.253
58 N -0.251806 0.312173 -1.520307  -0.383
59 C -0.121743 0.421293 -2.699829  0.585
60 C -0.017195 0.545215 -4.024967  -0.271
61 C 1.263927 0.674128 -4.634236  0.233
62 N 2.299330 0.807429 -5.114787  -0.134
63 C -1.173470 0.607898 -4.852720  0.236
64 N -2.096691 0.664890 -5.534935  -0.155

Cartesian forces (eV/Å) of the 3 atoms listed first:
V -0.58 -2.06 -0.88
O 0.29 -0.33 -0.36
C -1.09 1.64 0.62



No. 2
Computed, not measured: 2 unconnected molecules or ions with the total composition C9H14 in a non-equilibrium geometry, with wB97M-V/def2-TZVPD.

Its SMILES is Cc1ccccc1.CC. The calculation puts the frontier orbital gap at 9.84 eV. The HOMO energy is -8.8 eV. The value obtained for the LUMO energy is 0.99 eV.

Last column: natural (NBO) charge in e.
Cartesian coordinates (Å):
1 C -1.187914 1.918251 2.618120  -0.623
2 C -1.703330 0.576118 2.152328  -0.619
3 H -1.834461 2.383452 3.376945  0.205
4 H -0.290162 1.772564 3.228431  0.206
5 H -1.067404 2.748890 1.921359  0.207
6 H -1.348425 0.377166 1.138762  0.207
7 H -2.778159 0.405726 2.068250  0.210
8 H -1.247059 -0.157717 2.816656  0.208
9 C 1.554706 0.866424 0.123396  -0.639
10 C -0.183226 0.032470 -1.565024  -0.245
11 C 0.924386 -0.176932 -0.747771  0.021
12 C -0.477014 -0.834160 -2.617860  -0.186
13 C 0.264669 -1.996565 -2.835108  -0.246
14 C 1.404200 -1.489266 -0.715296  -0.231
15 C 1.184493 -2.278046 -1.832319  -0.198
16 H -0.865173 0.854130 -1.367498  0.211
17 H -1.296641 -0.558108 -3.272873  0.207
18 H 2.609284 0.854447 -0.138872  0.227
19 H 1.354831 0.545464 1.146184  0.223
20 H 0.048492 -2.607919 -3.695996  0.219
21 H 2.107540 -1.852389 0.025061  0.212
22 H 1.712483 -3.231119 -1.864493  0.206
23 H 1.113887 1.847122 0.037619  0.220

Cartesian forces (eV/Å) of the 3 atoms listed first:
C -0.56 1.09 1.66
C 0.47 -0.29 -0.82
H -0.30 -0.31 -0.11



Q: Which energy above the lowest of the compared OMol25 structures with the same formula, charge and spin values were calculated for the entries above? A: 4.60, 20.42, in kcal per mole.
Q: Which energy values were calculated for the entries above? A: -19109.81478, -351.29766, in Ha.